A 12-piece molecular cluster, C27H78Cl6O30P6 overall at a distorted geometry, computed with ωB97M-V/def2-TZVPD.

The geometry in XYZ format:
```
147
Properties=species:S:1:pos:R:3
H 2.11706 3.81369 4.94444
H 2.19155 -1.81946 1.41832
C 1.32206 -2.63415 5.05514
H -6.72648 -5.05538 -3.23445
H 0.51801 0.61305 -2.75272
O -1.65921 3.40044 -0.47316
C 1.21696 4.07431 0.82215
C -2.01784 -3.89924 7.84482
H -0.70639 -0.52381 4.21952
H 1.58501 -2.56256 3.99795
C 5.33299 -5.60177 1.07249
H 2.74720 4.16016 3.29779
H 0.78869 4.91039 0.26526
H -6.13577 4.38626 -0.65266
H 4.64279 0.97355 0.44011
O 5.85046 -3.05827 -0.35394
Cl -0.59206 -5.09547 -0.52583
H -2.24924 -0.41014 3.46168
H -1.67031 -1.41932 -4.51607
H -3.78534 -2.55055 -1.13452
H -4.65679 0.83791 -0.67433
O -4.93513 -4.28283 -3.95143
H 5.47331 -1.55522 -1.71303
C -2.20750 3.76967 3.00368
Cl -1.26349 2.27293 3.06816
H 4.13716 -1.24736 5.26454
H -5.82065 2.78278 -1.34305
H -5.82633 -1.96351 -0.26318
H -1.23349 -3.30803 8.31501
H -2.74363 4.58731 -4.58954
H -1.86711 4.30429 2.12432
P -1.17867 -2.53054 5.81374
H -2.32350 0.76810 -1.02165
H 3.65915 2.45980 0.45875
H 4.14089 -1.26054 3.50213
H -1.84676 6.24269 0.67898
C 1.60001 -0.83613 -2.48020
H -1.65592 3.44290 -4.20665
H 5.39205 -0.35484 4.37618
C 4.34525 -0.64678 4.37877
O -3.02380 3.75786 -2.68991
O 5.59937 -4.38121 1.78361
H -1.03491 -1.58435 2.81089
H 6.37930 -1.05322 -0.22089
C -6.15835 -4.12726 -3.25277
H -1.74874 -4.08753 -6.16547
C -5.22320 -1.22636 -0.80788
O -3.44673 -2.28537 -3.91003
H -2.81752 -5.43391 -6.22657
O 3.63355 4.75439 -1.31966
H 5.13153 -5.46453 0.01180
Cl -1.63419 1.03935 -5.56527
O 3.93463 1.46227 2.30090
O -3.86312 -1.64697 -0.72957
Cl -1.01430 -4.20811 2.19763
O -2.48745 -4.58524 -4.32723
H -4.81864 0.10560 0.82452
H -6.03642 -3.81039 -2.21703
H -1.43309 5.00493 -3.41809
H 3.29351 -2.24284 -2.38842
C 2.94976 -1.35302 -2.92193
H 2.47237 0.70544 -3.09940
H 7.18136 -1.91230 -1.50576
H -1.58569 -2.21368 -2.96101
O 5.63684 -1.85889 1.93751
H -1.24308 -2.92020 0.19864
O -2.04717 -2.12453 4.53726
O -4.20791 3.76003 -0.49428
H -1.21940 -0.30650 -1.71307
O 2.08129 3.30260 0.00414
O -0.84251 -1.39976 6.69355
O 3.94605 -0.30841 -2.85910
H 1.32167 -1.64274 5.50441
H -3.05745 7.32175 0.03178
H -3.46870 -3.80291 -6.06565
H 5.02869 4.96054 0.12488
C -1.24380 0.62959 -1.16493
O -2.08727 -3.68957 6.44428
C -2.67708 -4.47194 -5.73122
H -2.97440 -3.66423 8.31566
C -2.81157 6.26865 0.16995
H -6.79729 -3.38672 -3.73495
H 4.64950 3.35369 -0.17258
C 0.06354 1.41718 -5.25252
P -3.53705 -3.79295 -3.39912
H 6.17735 -6.27595 1.20284
H 1.50590 1.08578 -1.72007
P 2.69153 0.96158 3.22068
H 3.66631 3.13681 4.38375
H 1.72815 -0.37102 -1.50059
C -2.17791 4.26937 -3.71029
H -2.53795 -4.02571 0.39245
H 0.92772 -1.69159 -2.35547
H -0.84519 2.51162 -1.39943
C -5.31460 0.13087 -0.14687
H -1.86334 -4.94377 8.12264
C -2.21789 -1.59677 -3.59612
O 3.64961 -3.21841 0.92811
H 3.18775 0.51304 -1.50147
P 2.39025 3.75806 -1.50884
O 3.44964 0.47508 4.52495
O 1.28979 4.35653 -2.28035
O -6.66041 0.58088 -0.10063
C -0.70531 0.50933 0.25989
C -1.45902 -1.12005 3.69947
C -1.46223 -3.94196 0.50105
H 5.65247 4.12146 -1.41262
H 0.86908 -0.17575 1.14359
O -0.71584 1.71123 -1.94172
H 1.72268 4.50723 1.69030
H 0.62056 0.49122 -5.34467
C 2.77164 -2.14845 0.55277
H 2.91770 -1.69107 -3.96497
H -6.94990 0.61949 -1.01811
O 1.90270 -0.08114 2.56814
O 3.06892 2.45276 -2.10714
H -0.40090 1.51946 0.55492
H -1.48480 0.11010 0.91380
H -2.01585 4.28358 3.93732
P 5.21004 -2.99129 1.09526
O 0.45044 -0.31680 0.27180
O 1.05944 0.12070 -3.40129
H 4.46024 -6.03485 1.56438
O -2.68933 5.66103 -1.11539
Cl -3.95893 3.43342 2.86317
C 2.65484 3.41594 4.08741
Cl 0.72878 2.65517 -6.35950
H 0.16067 1.75631 -4.22554
P -2.78252 4.06057 -1.16314
H 2.10437 -3.24161 5.51436
C -5.42842 3.79300 -1.23307
C 2.52786 1.13885 -2.10054
H 3.32457 -1.25485 0.25351
C 3.77408 1.46072 0.88069
H 2.06822 -2.53324 -0.18158
C 6.23140 -1.81746 -0.98175
H -2.45324 -0.65688 -3.11113
C 4.84250 4.28809 -0.71261
O -3.24707 -3.93157 -1.96437
O 0.05761 -3.29919 5.13026
H -3.61897 5.84781 0.76848
H 4.06654 -0.06424 -3.77905
H -5.32591 4.26125 -2.21094
H -5.52039 -1.22148 -1.86624
H 0.41323 3.44384 1.20336
H 2.87943 0.90077 0.59929
O 1.91082 2.25952 3.67215
```

HOMO (eV): -9.11
HOMO-LUMO gap (eV): 9.45
Energy relative to the best compared isomer or geometry (same formula, charge and spin) (kcal/mol): 102.4
Molar mass (g mol⁻¹): 1281.45

Atom charges from the Löwdin analysis, given in e for atoms 1 to 8: H 0.099; H 0.061; C -0.106; H 0.093; H 0.047; O -0.200; C -0.082; C -0.115